{"formula": "C68H54Cl2FeN2O2P3Si", "method": "ωB97M-V/def2-TZVPD", "symbols": ["Fe", "C", "C", "C", "C", "C", "C", "P", "C", "C", "C", "C", "C", "C", "C", "C", "C", "C", "C", "C", "Si", "C", "C", "C", "C", "C", "C", "P", "C", "C", "C", "C", "C", "C", "C", "C", "C", "C", "C", "C", "C", "C", "C", "C", "C", "C", "P", "C", "C", "C", "C", "C", "C", "C", "C", "C", "C", "C", "C", "H", "H", "H", "H", "H", "H", "H", "H", "H", "H", "H", "H", "H", "H", "H", "H", "H", "H", "H", "H", "H", "H", "H", "H", "H", "H", "H", "H", "H", "H", "H", "H", "H", "H", "H", "H", "H", "H", "H", "H", "H", "H", "C", "N", "C", "C", "C", "C", "C", "N", "C", "C", "C", "C", "C", "C", "H", "H", "H", "H", "H", "H", "H", "H", "H", "H", "H", "Cl", "C", "Cl", "C", "O", "O", "H"], "coordinates": [[0.14743, -0.61335, -0.33652], [4.18498, 5.50614, 4.20179], [4.95770, 4.65670, 3.42432], [4.35711, 3.78300, 2.52370], [2.97110, 3.75263, 2.38246], [2.20408, 4.59429, 3.19375], [2.80092, 5.47028, 4.08557], [2.08730, 2.50886, 1.36044], [0.97910, 3.62993, 0.21974], [-0.35472, 3.19752, -1.96079], [-0.33384, 4.41251, -2.55550], [0.50526, 5.51799, -2.29903], [1.43693, 5.69123, -1.25079], [1.66715, 4.90781, -0.16704], [3.34241, 1.98550, 0.13732], [4.13124, 2.94820, -0.50982], [4.97957, 2.60851, -1.54494], [5.02159, 1.29096, -1.97080], [4.25119, 0.33262, -1.33538], [3.41882, 0.63186, -0.24168], [2.30747, -0.81717, 0.40226], [3.02776, -2.37299, -0.45173], [4.39378, -2.67708, -0.57654], [4.82600, -3.90136, -1.05265], [3.89283, -4.87002, -1.40701], [2.54349, -4.59475, -1.29761], [2.10742, -3.35005, -0.83638], [0.32643, -2.94511, -0.61231], [-0.49034, -3.64010, -2.11320], [-0.54287, -5.01015, -2.39008], [-1.01654, -5.46706, -3.61011], [-1.46610, -4.56686, -4.56870], [-1.48924, -3.21370, -4.27531], [-1.01234, -2.75668, -3.05292], [-0.13975, -4.20342, 0.64680], [0.73507, -4.47218, 1.70089], [0.39636, -5.39612, 2.68092], [-0.81700, -6.06869, 2.61678], [-1.70267, -5.79236, 1.58455], [-1.37144, -4.85574, 0.61598], [2.49086, -1.45777, 2.26822], [3.58986, -2.29041, 2.55798], [3.77120, -2.90854, 3.78304], [2.84574, -2.71392, 4.79722], [1.76734, -1.88399, 4.56588], [1.56905, -1.26706, 3.32320], [0.28409, 0.03806, 3.16152], [-1.24929, -0.53725, 4.00924], [-2.28200, 0.40807, 4.03484], [-3.49191, 0.13996, 4.65529], [-3.69300, -1.08909, 5.27169], [-2.69492, -2.04748, 5.22049], [-1.49124, -1.78570, 4.57350], [0.95065, 1.12814, 4.54729], [2.32036, 1.41386, 4.55127], [2.90351, 2.13641, 5.57804], [2.12733, 2.61728, 6.62526], [0.77096, 2.34762, 6.63647], [0.18922, 1.60368, 5.61240], [4.65564, 6.18666, 4.90081], [6.03699, 4.66455, 3.52273], [4.97604, 3.12063, 1.93341], [1.12087, 4.55134, 3.13242], [2.18754, 6.11366, 4.70494], [-1.04051, 2.45412, -2.34765], [-1.03120, 4.54445, -3.37605], [0.40595, 6.35382, -2.98140], [2.01177, 6.61104, -1.29077], [2.34213, 5.30261, 0.58183], [4.05873, 3.98501, -0.21120], [5.57264, 3.37089, -2.03704], [5.63267, 1.00966, -2.82123], [4.27239, -0.67042, -1.72701], [5.13292, -1.93738, -0.28747], [5.88636, -4.10910, -1.13855], [4.21775, -5.83851, -1.76778], [1.83468, -5.36032, -1.58124], [-0.23428, -5.73255, -1.64694], [-1.03361, -6.53129, -3.81182], [-1.81311, -4.92490, -5.53042], [-1.87669, -2.50291, -4.99600], [-1.07564, -1.70681, -2.82053], [1.68851, -3.95940, 1.75487], [1.09025, -5.59596, 3.48919], [-1.07570, -6.80027, 3.37345], [-2.65960, -6.29845, 1.53742], [-2.07992, -4.63622, -0.17402], [4.33197, -2.46845, 1.79766], [4.64104, -3.53510, 3.94904], [2.97909, -3.17857, 5.76783], [1.08613, -1.67214, 5.37859], [-2.12069, 1.37553, 3.56382], [-4.27326, 0.89040, 4.66894], [-4.62843, -1.30242, 5.77453], [-2.85592, -3.01587, 5.68130], [-0.74344, -2.56588, 4.50989], [2.95045, 1.03941, 3.75415], [3.96935, 2.32908, 5.55599], [2.57988, 3.19346, 7.42364], [0.15273, 2.70163, 7.45355], [-0.86673, 1.38709, 5.67420], [-3.09441, -1.31735, -0.26905], [-1.93854, -0.45568, 0.02334], [-2.16369, 0.70712, 0.44318], [-1.10781, 1.74514, 0.37267], [-1.31631, 3.05648, 0.96953], [-0.30326, 3.92768, 0.96737], [0.59002, 2.66196, -0.91562], [-0.07088, 1.46293, -0.31677], [-3.75925, -2.03008, 0.88583], [-3.03645, -2.69023, 1.87081], [-3.69388, -3.46309, 2.81557], [-5.07772, -3.55810, 2.81012], [-5.81012, -2.86110, 1.85801], [-5.15127, -2.10731, 0.89872], [-2.74431, -2.05686, -0.99014], [-3.85423, -0.71703, -0.76868], [-3.16879, 1.02104, 0.74680], [-2.26380, 3.28563, 1.44365], [-0.40992, 4.89879, 1.43712], [1.49024, 2.32992, -1.43291], [-1.95513, -2.61026, 1.89007], [-3.11913, -4.00065, 3.55752], [-5.58550, -4.17108, 3.54421], [-6.89275, -2.90831, 1.86008], [-5.72448, -1.58146, 0.14165], [2.63072, -0.89839, -4.62681], [1.36456, 0.31838, -4.38259], [2.05427, 1.96164, -4.32909], [0.51771, 0.08567, -3.11528], [-0.64377, 0.50514, -3.17759], [1.06996, -0.55231, -2.17604], [0.71660, 0.28447, -5.24630]], "mulliken_spin": [-0.006, 0.000, 0.001, -0.001, -0.008, 0.007, 0.001, 0.022, 0.008, 0.310, -0.156, 0.435, -0.128, 0.293, 0.006, 0.011, 0.013, 0.003, 0.001, 0.001, -0.004, 0.001, 0.000, 0.000, 0.000, 0.000, 0.000, 0.001, 0.000, 0.000, 0.000, 0.000, 0.001, 0.001, 0.000, 0.000, 0.000, 0.000, 0.000, 0.000, -0.001, 0.000, 0.000, 0.000, 0.000, 0.001, 0.000, 0.000, 0.000, 0.000, 0.000, 0.000, 0.000, -0.001, 0.004, 0.000, 0.000, 0.000, 0.000, 0.000, 0.000, -0.001, 0.004, 0.000, 0.042, -0.003, 0.022, -0.003, 0.013, -0.022, 0.000, 0.000, 0.000, 0.000, 0.000, 0.000, 0.000, 0.000, 0.000, 0.000, 0.000, -0.001, 0.000, 0.000, 0.000, 0.000, 0.000, 0.000, 0.000, 0.000, 0.000, 0.000, 0.000, 0.000, 0.000, 0.000, -0.003, 0.000, 0.000, 0.000, 0.000, 0.000, -0.002, 0.011, 0.015, 0.037, 0.031, 0.024, 0.000, 0.000, 0.000, 0.000, 0.000, 0.000, 0.000, 0.000, 0.000, 0.000, -0.003, -0.001, 0.018, -0.001, 0.000, 0.000, 0.000, 0.000, 0.000, -0.004, 0.002, 0.030, -0.007, -0.017, 0.000], "s_squared": 0.7975, "relative_energy_kj_mol": 399.6, "orbital_gap_ev": [6.10, 6.35], "spin_multiplicity": 2, "e_lumo_ev": [-1.01, -1.00], "largest_force_ev_per_a": 0.92, "homo_ev": [-7.11, -7.35], "charge": 0}